No. 1
# C49H76BrO8PSSi

A cluster of 5 separate species, C49H76BrO8PSSi in total in a non-equilibrium geometry (wB97M-V/def2-TZVPD, the Open Molecules 2025 dataset).

HOMO-LUMO gap = 8.928 eV
2S+1 = 1
LUMO level = -0.21 eV
SMILES = CCOCCOC[C@]1(P(O)Br)COS(=O)(=O)[C@@H](CC)[C@]1(CCCCCCCCOC)CCO[Si](C)(C)C.c1ccccc1.c1ccccc1.c1ccccc1.c1ccccc1
total energy = -166468.283 eV

Each line ends with the Mulliken charge.
Geometry (Å):
C: -1.4944 -5.3946 -4.0230  -1.257
C: -1.7632 -5.8736 -2.5388  0.074
O: -0.5527 -5.8297 -1.7753  -0.409
C: -0.8069 -6.4870 -0.5246  -0.501
C: -0.6887 -5.3873 0.6293  -0.517
O: -1.0233 -4.1287 0.0523  0.214
C: -0.6850 -3.0604 0.9576  -2.457
C: -0.4265 -1.7240 0.1424  1.231
P: -1.9947 -1.3742 -0.8490  -0.008
O: -2.2426 0.3108 -0.9610  -0.254
Br: -3.8402 -2.0481 0.3404  -0.333
C: 0.6444 -2.1961 -0.9370  -0.476
O: 1.7716 -2.8890 -0.3459  -0.361
S: 2.5433 -1.9818 0.7910  1.486
O: 3.6026 -1.1211 0.2115  -0.663
O: 3.1987 -2.9573 1.7182  -0.769
C: 1.3524 -1.0266 1.8608  -0.813
C: 2.2099 0.0853 2.5472  0.282
C: 1.6028 0.6780 3.8803  -1.111
C: 0.0770 -0.5223 1.0578  2.504
C: 0.6257 0.6022 0.0591  -1.009
C: 0.2743 2.0792 0.4243  -0.244
C: 0.6987 2.9961 -0.8097  -0.798
C: -0.5538 3.2488 -1.7605  -0.539
C: -0.4177 2.4391 -3.1068  -0.169
C: -1.6430 2.6987 -4.0791  -0.982
C: -2.9038 1.8528 -3.7029  0.408
C: -4.1194 2.0394 -4.6712  -0.745
O: -4.9580 0.8734 -4.6001  -0.370
C: -6.2527 1.1722 -4.0926  -0.687
C: -0.9964 0.0271 2.0431  0.001
C: -1.4495 -0.9144 3.2208  -1.062
O: -1.4981 -0.2430 4.4983  -0.620
Si: -2.9557 0.6302 4.7255  0.502
C: -3.1454 2.1194 3.5315  -0.730
C: -4.5278 -0.4538 4.7562  -1.002
C: -2.8328 1.4064 6.4823  -1.132
H: -2.3470 -5.7636 -4.6483  0.368
H: -0.5684 -5.8552 -4.4304  0.330
H: -1.4839 -4.2783 -4.0684  0.237
H: -2.1411 -6.9284 -2.6104  0.422
H: -2.5495 -5.1756 -2.1458  0.106
H: -0.0442 -7.2852 -0.3466  0.315
H: -1.8521 -6.8647 -0.4770  0.265
H: -1.4067 -5.5772 1.4675  0.318
H: 0.3611 -5.4464 1.0070  0.338
H: -1.5408 -2.9958 1.6674  0.516
H: 0.2096 -3.4030 1.5289  0.712
H: -3.0696 0.5597 -0.5248  0.134
H: 1.0355 -1.3831 -1.5875  0.214
H: 0.1988 -2.9373 -1.6490  0.461
H: 1.0937 -1.7621 2.6650  0.633
H: 2.5050 0.9384 1.9012  -0.939
H: 3.1753 -0.4075 2.8441  0.839
H: 2.4686 1.0625 4.4778  0.439
H: 1.0317 1.6014 3.5936  0.254
H: 0.9613 -0.0265 4.4492  0.206
H: 0.2516 0.4455 -0.9876  -0.728
H: 1.7434 0.5533 -0.0431  0.274
H: 0.8047 2.4113 1.3583  0.283
H: -0.8094 2.2635 0.6011  0.173
H: 1.0192 3.9852 -0.4167  0.315
H: 1.4685 2.4713 -1.4174  0.572
H: -1.5081 2.9170 -1.2852  0.052
H: -0.6425 4.3250 -2.0441  0.603
H: -0.3894 1.3378 -2.9237  -0.147
H: 0.5064 2.7548 -3.6566  0.354
H: -1.3557 2.4782 -5.1399  0.412
H: -1.8723 3.7902 -4.0205  0.285
H: -2.6547 0.7605 -3.6935  0.081
H: -3.2656 2.1031 -2.6722  -0.046
H: -3.8055 2.1388 -5.7429  0.326
H: -4.6891 2.9704 -4.4136  0.337
H: -6.6186 0.2621 -3.5565  0.232
H: -7.0035 1.4137 -4.8852  0.282
H: -6.2649 2.0078 -3.3500  0.316
H: -1.9230 0.3194 1.4841  -0.112
H: -0.6852 0.9691 2.5653  0.355
H: -2.5116 -1.2251 2.9983  0.192
H: -0.8827 -1.8625 3.3360  0.214
H: -3.2159 1.7821 2.4618  0.153
H: -4.0706 2.7066 3.7291  0.516
H: -2.2353 2.7634 3.6671  0.052
H: -4.7330 -0.7975 3.7040  0.268
H: -5.4098 0.1583 5.0717  0.344
H: -4.3938 -1.3540 5.4061  0.296
H: -1.7646 1.6020 6.7342  0.274
H: -3.3827 2.3805 6.5407  0.342
H: -3.2910 0.6974 7.2210  0.286
C: 6.0418 4.6600 0.3665  -0.505
C: 5.0877 4.4551 1.3561  -0.668
C: 4.3671 3.2668 1.3914  -0.259
C: 4.5976 2.2845 0.4343  0.368
C: 5.5453 2.4935 -0.5602  -0.795
C: 6.2685 3.6800 -0.5936  -0.404
H: 6.6083 5.5834 0.3427  0.377
H: 4.9062 5.2215 2.1008  0.389
H: 3.6249 3.1058 2.1660  0.369
H: 4.0384 1.3558 0.4629  0.181
H: 5.7211 1.7304 -1.3094  0.414
H: 7.0091 3.8415 -1.3681  0.552
C: -0.8516 7.5270 4.1625  -0.405
C: -2.0600 6.8962 3.8907  -0.437
C: -2.1010 5.8249 3.0067  -0.518
C: -0.9340 5.3863 2.3906  -0.121
C: 0.2727 6.0228 2.6557  -0.535
C: 0.3145 7.0921 3.5427  -0.469
H: -0.8183 8.3581 4.8566  0.366
H: -2.9699 7.2392 4.3688  0.366
H: -3.0421 5.3305 2.7968  0.405
H: -0.9658 4.5486 1.7026  0.441
H: 1.1817 5.6848 2.1712  0.497
H: 1.2554 7.5870 3.7512  0.378
C: 9.7031 2.6287 -1.6860  -0.397
C: 9.7380 1.4916 -2.4843  -0.402
C: 10.3249 1.5434 -3.7431  -0.370
C: 10.8734 2.7340 -4.2057  -0.363
C: 10.8305 3.8734 -3.4110  -0.385
C: 10.2468 3.8208 -2.1507  -0.363
H: 9.2512 2.5865 -0.7020  0.471
H: 9.3081 0.5641 -2.1247  0.379
H: 10.3549 0.6559 -4.3639  0.359
H: 11.3331 2.7739 -5.1858  0.353
H: 11.2529 4.8031 -3.7737  0.355
H: 10.2153 4.7087 -1.5301  0.368
C: -5.3449 -8.6856 -3.3096  -0.368
C: -5.3190 -7.7072 -2.3229  -0.400
C: -5.2872 -8.0716 -0.9821  -0.307
C: -5.2856 -9.4156 -0.6273  -0.454
C: -5.3206 -10.3941 -1.6137  -0.358
C: -5.3487 -10.0297 -2.9546  -0.390
H: -5.3629 -8.4011 -4.3549  0.374
H: -5.3226 -6.6591 -2.5992  0.393
H: -5.2635 -7.3081 -0.2132  0.419
H: -5.2583 -9.7001 0.4177  0.363
H: -5.3251 -11.4419 -1.3373  0.361
H: -5.3736 -10.7926 -3.7234  0.364

---

No. 2
# C5H8O2

A structure of composition C5H8O2 (wB97M-V/def2-TZVPD, the Open Molecules 2025 dataset).

HOMO-LUMO gap = 9.899 eV
2S+1 = 1
LUMO level = 0.80 eV
total energy = -9407.292 eV

Each line ends with the Mulliken charge.
Geometry (Å):
C: 1.4639 0.1766 -1.1983  -1.230
C: 0.0763 -0.3724 -0.9263  0.346
O: 0.1534 -1.5963 -0.1432  -0.437
C: -0.7183 -1.0517 0.8335  0.027
C: -0.1270 0.1836 1.4632  -0.922
C: -0.8331 0.2607 0.1396  0.289
O: -1.9558 1.0169 -0.1307  -0.529
H: 1.8590 0.7024 -0.3232  0.257
H: 2.1351 -0.6629 -1.4047  0.303
H: 1.4846 0.8584 -2.0528  0.351
H: -0.4849 -0.5596 -1.8504  0.346
H: -1.4411 -1.7023 1.3134  0.382
H: 0.9531 0.3059 1.5150  0.162
H: -0.6776 0.5713 2.3160  0.308
H: -1.8215 1.9068 0.2161  0.348

---

No. 3
# C3H7N3O

The molecule C3H7N3O (wB97M-V/def2-TZVPD, the Open Molecules 2025 dataset).

HOMO-LUMO gap = 9.895 eV
2S+1 = 1
LUMO level = 0.80 eV
SMILES = C/N=C(/N)C(N)=O
total energy = -9742.389 eV

Each line ends with the Mulliken charge.
Geometry (Å):
C: 1.3668 1.1804 -0.4660  -0.968
N: 1.3534 -0.2210 -0.1130  -0.581
C: 0.2632 -0.8429 0.1116  0.376
N: 0.2682 -2.1924 0.3550  -0.453
C: -1.1676 -0.3019 0.2356  0.685
N: -1.4196 1.0258 0.0047  -0.425
O: -2.0387 -1.0318 0.6746  -0.619
H: 2.3620 1.5937 -0.2865  0.271
H: 0.6475 1.7902 0.0965  0.357
H: 1.1372 1.3110 -1.5361  0.318
H: -0.5542 -2.5518 0.8224  0.261
H: 1.1705 -2.5548 0.6258  0.265
H: -1.0340 1.4961 -0.7969  0.270
H: -2.3546 1.2994 0.2725  0.242

---

No. 4
# C3H6N4O

A structure of composition C3H6N4O in a non-equilibrium geometry (wB97M-V/def2-TZVPD, the Open Molecules 2025 dataset).

HOMO-LUMO gap = 6.918 eV
2S+1 = 1
LUMO level = -0.06 eV
total energy = -11209.353 eV

Each line ends with the Mulliken charge.
Geometry (Å):
C: 0.4423 -0.6736 -0.2523  0.092
C: -1.9196 -0.0174 -0.1162  0.409
C: 0.2602 0.7475 0.0765  0.252
H: 1.5772 -1.5818 1.3767  0.267
H: 2.8395 -1.2259 -0.4311  0.318
H: -1.5889 -2.1967 -0.3547  0.344
H: -3.2900 0.9964 0.1744  0.299
H: 2.3146 1.1276 0.2555  0.230
H: 1.4293 2.4190 -0.5943  0.207
N: 1.5822 -1.3504 -0.0151  -0.693
N: -0.9662 -1.1082 -0.1491  -0.257
N: -3.0872 0.0568 0.1617  -0.628
N: 1.4205 1.6796 0.0505  -0.467
O: -1.0138 1.1273 -0.1823  -0.373